Formula: C18H41I2N2O4
Source: OMol25
Level of theory: ωB97M-V with the def2-TZVPD basis set

Each line ends with the Mulliken charge.
Geometry (Å):
1 C 3.611717 2.803287 1.392490  -0.833
2 C 2.569278 1.783138 2.174123  -0.390
3 I 3.839200 0.098194 2.899046  0.095
4 C 1.501794 1.169461 1.091585  -0.610
5 C -0.010905 1.798430 1.173780  0.224
6 C -0.345975 3.258513 1.858450  -0.255
7 N -1.838873 3.318942 1.611364  -0.259
8 I -2.877279 4.975061 2.273217  0.353
9 C -2.349972 2.067255 0.876702  -0.408
10 N -1.232794 1.084467 0.604714  0.151
11 H 3.229049 3.091596 0.323306  0.227
12 H 3.739530 3.794068 2.002149  0.249
13 H 4.675171 2.298164 1.278359  0.308
14 H 2.091723 2.373107 3.066127  0.465
15 H 1.895775 1.390399 -0.012830  0.213
16 H 1.504455 -0.017778 1.196379  0.453
17 H 0.399433 3.995543 2.379614  0.392
18 H -3.470658 1.910630 0.558173  0.399
19 H -1.336909 0.158234 0.135126  0.167
20 C -0.190201 2.116495 -3.352846  -0.807
21 C -0.855458 3.483636 -3.349014  0.356
22 C 0.149342 4.588091 -3.062311  -1.115
23 O -1.879362 3.507778 -2.357924  -0.508
24 H 0.256330 1.895171 -2.376922  -0.056
25 H -0.927518 1.330398 -3.548252  0.256
26 H 0.592372 2.060348 -4.115927  0.404
27 H -1.333226 3.663139 -4.318322  0.318
28 H 0.607871 4.454407 -2.076127  0.193
29 H -0.345747 5.564976 -3.050445  0.317
30 H 0.942038 4.606079 -3.816597  0.381
31 H -1.464336 3.349134 -1.493875  0.283
32 C 8.481651 -2.622181 2.126595  -1.234
33 C 7.338011 -2.029281 1.318996  0.526
34 C 6.223063 -3.041869 1.111149  -1.184
35 O 7.828029 -1.599590 0.051531  -0.555
36 H 8.923694 -3.480542 1.608315  0.322
37 H 9.282121 -1.886100 2.257750  0.327
38 H 8.140243 -2.948199 3.114025  0.340
39 H 6.942643 -1.146876 1.833861  0.109
40 H 6.585014 -3.915056 0.556880  0.366
41 H 5.412494 -2.605196 0.517976  0.286
42 H 5.813947 -3.380461 2.068028  0.336
43 H 8.181195 -2.376610 -0.412699  0.353
44 C -4.718349 -0.954739 2.119618  -0.878
45 C -5.861989 -0.361839 1.312019  0.396
46 C -6.976937 -1.374427 1.104172  -1.329
47 O -5.371971 0.067852 0.044554  -0.516
48 H -4.276306 -1.813100 1.601339  0.154
49 H -3.917879 -0.218658 2.250773  0.133
50 H -5.059757 -1.280757 3.107048  0.410
51 H -6.257357 0.520566 1.826885  0.313
52 H -6.614986 -2.247614 0.549903  0.301
53 H -7.787506 -0.937755 0.510999  0.325
54 H -7.386053 -1.713019 2.061051  0.396
55 H -5.018805 -0.709168 -0.419676  0.368
56 C -1.884320 -3.543739 -0.764176  -1.254
57 C -3.112093 -3.367538 -1.643484  0.397
58 C -2.791977 -3.643405 -3.103986  -1.283
59 O -3.600831 -2.035357 -1.510621  -0.417
60 H -1.091322 -2.845094 -1.053745  0.303
61 H -2.126745 -3.329981 0.282393  0.270
62 H -1.493235 -4.563703 -0.831942  0.404
63 H -3.905990 -4.043053 -1.306665  0.288
64 H -2.031210 -2.948314 -3.476491  0.322
65 H -3.681794 -3.500722 -3.726422  0.323
66 H -2.428138 -4.666259 -3.241931  0.392
67 H -2.902418 -1.428580 -1.807331  0.225

Forces on the atoms, in the same order (eV/Å):
C 0.42 0.20 0.10
C 0.24 1.29 -1.31
I -0.96 0.89 -0.09
C -0.50 -0.58 -0.62
C -0.17 2.02 1.31
C -2.09 -6.45 -3.70
N 2.37 -4.48 -1.90
I 0.01 -0.71 -0.38
C 2.80 0.91 1.05
N -0.48 7.49 3.47
H 0.60 -0.59 2.05
H -0.18 -1.91 -1.11
H -2.32 1.17 0.18
H 0.78 -1.63 -1.63
H -0.80 -0.43 2.43
H -0.46 2.64 -0.18
H -2.07 -1.48 -1.18
H 2.37 0.29 0.72
H 0.20 1.19 0.64
C -0.11 -0.27 -0.29
C 0.56 -0.07 0.39
C -0.03 0.33 -0.20
O -0.37 -0.08 0.32
H 0.11 0.16 0.01
H 0.07 0.13 -0.08
H -0.07 -0.05 0.14
H -0.12 -0.03 0.28
H 0.04 -0.14 -0.05
H 0.06 -0.17 -0.09
H -0.06 0.03 0.13
H -0.03 0.14 -0.43
C 0.19 0.18 0.26
C 0.27 -0.68 -0.20
C -0.36 0.07 0.00
O -0.01 0.14 -0.19
H -0.17 0.00 0.04
H -0.18 -0.07 0.02
H 0.08 -0.01 -0.10
H 0.11 0.04 -0.24
H 0.07 0.05 0.16
H 0.09 0.01 0.12
H 0.03 -0.04 -0.10
H -0.14 0.33 0.24
C 0.14 0.04 0.23
C 0.06 -0.65 -0.12
C -0.34 0.06 -0.01
O 0.36 0.43 -0.11
H -0.18 0.01 0.01
H -0.09 0.00 0.09
H 0.11 0.03 -0.10
H 0.08 0.00 -0.22
H 0.09 0.06 0.14
H 0.13 -0.01 0.16
H 0.03 0.01 -0.13
H -0.09 0.07 0.03
C -0.07 -0.12 0.37
C 0.65 -0.14 -0.32
C -0.26 -0.12 -0.22
O -0.18 0.63 0.29
H 0.00 -0.09 -0.19
H -0.03 -0.13 -0.10
H 0.01 0.18 0.03
H 0.00 0.30 0.00
H 0.05 -0.09 0.12
H 0.11 -0.09 0.14
H -0.03 0.15 -0.01
H -0.33 -0.34 -0.08

The value obtained for the LUMO energy is -4.70 eV. Its HOMO-LUMO gap is 7.06 eV. The charge is +1.

---

Formula: C18H41MnN2O4SSb
Source: OMol25
Level of theory: ωB97M-V with the def2-TZVPD basis set

Each line ends with the Mulliken charge.
Geometry (Å):
1 Mn -0.493035 -0.404492 -0.033230  1.445
2 C 0.211131 4.898944 0.193443  -0.970
3 N 0.509572 3.565900 0.714697  0.123
4 C 1.270903 3.545768 1.964654  -0.910
5 C 0.064557 2.447624 0.178800  0.628
6 O 0.282591 1.322310 0.683615  -0.489
7 C -0.765031 2.506846 -1.094001  -0.883
8 O -1.107926 1.176711 -1.479162  -0.278
9 C -0.706435 0.759913 -2.781736  -1.121
10 C 0.478027 -0.186898 -2.675627  0.883
11 O 0.779065 -0.635118 -1.543695  -0.784
12 N 1.121518 -0.516873 -3.776764  0.143
13 C 2.245418 -1.454280 -3.732829  -1.012
14 C 0.717097 -0.005475 -5.091372  -0.950
15 H 1.136406 5.468762 0.129131  0.355
16 H -0.472015 5.415242 0.867924  0.337
17 H -0.234275 4.858738 -0.794927  0.380
18 H 2.196951 4.100493 1.823378  0.342
19 H 1.494040 2.522674 2.242609  0.162
20 H 0.688697 4.022215 2.753071  0.358
21 H -0.216139 3.010194 -1.890729  0.578
22 H -1.690861 3.057224 -0.912140  0.472
23 H -0.474416 1.620779 -3.408880  0.551
24 H -1.551012 0.234208 -3.235486  0.354
25 H 2.594807 -1.554262 -2.711005  0.262
26 H 3.049485 -1.066444 -4.354195  0.418
27 H 1.935269 -2.426919 -4.113896  0.348
28 H -0.340366 -0.185961 -5.280186  0.340
29 H 1.285218 -0.536306 -5.849151  0.403
30 H 0.934738 1.058210 -5.188131  0.310
31 C -4.849481 -3.852167 0.303170  -1.081
32 C -3.713280 -3.505573 -0.656263  -0.650
33 Sb -3.027291 -1.484326 -0.514112  0.321
34 C -4.426679 -0.419822 -1.733775  -0.610
35 C -5.878070 -0.853766 -1.550145  -1.242
36 C -3.674277 -0.897423 1.445380  -0.887
37 C -2.796146 0.234611 1.972814  -0.848
38 H -5.175353 -4.878819 0.134332  0.404
39 H -5.715412 -3.206323 0.167690  0.255
40 H -4.537618 -3.778721 1.343645  0.300
41 H -4.011096 -3.647455 -1.696417  0.438
42 H -2.846832 -4.144835 -0.486440  0.349
43 H -4.114835 -0.541441 -2.773316  0.415
44 H -4.290327 0.634960 -1.483621  0.347
45 H -6.027481 -1.890501 -1.850449  0.312
46 H -6.538828 -0.238845 -2.161581  0.415
47 H -6.205319 -0.753836 -0.515073  0.272
48 H -3.600184 -1.772949 2.088674  0.381
49 H -4.723495 -0.604502 1.415491  0.487
50 H -1.748965 -0.084310 2.074454  0.041
51 H -3.102129 0.553343 2.970806  0.512
52 H -2.832251 1.117951 1.328122  0.200
53 C 0.845834 -4.684880 -0.122547  -1.165
54 C 1.810108 -3.680669 0.489856  -0.159
55 S 0.994305 -2.740869 1.782535  0.267
56 O -0.131275 -2.008562 1.024945  -0.517
57 C 2.290136 -1.557100 2.143902  -0.366
58 C 1.859553 -0.598307 3.244832  -1.097
59 H 1.358646 -5.253376 -0.896585  0.399
60 H -0.004733 -4.178005 -0.577155  0.181
61 H 0.478052 -5.389474 0.622693  0.380
62 H 2.181973 -2.958743 -0.239782  0.003
63 H 2.657044 -4.171105 0.974835  0.511
64 H 2.560808 -1.061675 1.208864  0.201
65 H 3.132176 -2.170263 2.474323  0.539
66 H 0.993641 -0.009273 2.948639  0.128
67 H 2.677852 0.086657 3.463909  0.373
68 H 1.621446 -1.137333 4.161571  0.394

Forces on the atoms, in the same order (eV/Å):
Mn -0.61 0.21 -0.71
C 0.01 -0.02 0.01
N -0.02 -0.01 0.01
C 0.00 0.00 0.00
C 0.03 -0.09 0.02
O 0.17 -0.07 0.32
C -0.06 0.03 -0.01
O 0.18 -0.23 0.17
C -0.06 0.03 -0.03
C 0.00 -0.02 0.01
O 0.13 -0.11 -0.19
N -0.02 0.03 0.01
C 0.02 0.02 0.02
C 0.02 -0.01 0.01
H 0.00 0.00 0.00
H 0.00 0.00 0.00
H 0.00 0.00 0.00
H 0.00 0.00 0.00
H -0.01 0.00 0.00
H 0.00 0.00 0.00
H 0.01 -0.01 0.01
H 0.01 0.00 -0.01
H -0.02 0.00 0.00
H 0.01 0.00 0.03
H -0.01 0.00 -0.02
H 0.01 0.00 0.00
H 0.00 -0.01 -0.01
H 0.00 0.00 0.01
H -0.01 0.00 0.01
H 0.01 0.00 0.00
C 0.03 -0.02 -0.04
C 0.04 -0.02 -0.03
Sb 0.20 0.07 0.28
C 0.01 -0.01 -0.02
C 0.02 0.03 -0.02
C -0.03 0.01 -0.02
C 0.00 0.00 0.03
H 0.00 0.00 0.00
H -0.01 0.02 -0.01
H 0.02 0.00 0.02
H -0.02 0.00 -0.01
H 0.00 -0.01 0.01
H -0.01 0.00 -0.01
H -0.02 0.01 0.00
H 0.00 -0.01 -0.01
H -0.01 0.00 0.00
H 0.00 0.01 0.01
H 0.01 -0.01 0.02
H 0.00 -0.01 -0.01
H 0.00 0.00 -0.02
H -0.02 0.00 -0.02
H 0.00 -0.01 0.00
C 0.02 0.02 -0.01
C 0.07 -0.04 0.03
S -0.17 -0.08 -0.22
O 0.11 0.22 0.45
C -0.03 0.04 0.06
C 0.04 0.00 -0.02
H 0.01 0.00 0.00
H 0.00 0.01 0.00
H 0.00 0.00 0.01
H 0.00 0.00 -0.01
H 0.01 -0.01 -0.02
H -0.02 0.05 0.01
H 0.02 -0.01 -0.05
H -0.05 0.02 -0.04
H -0.01 0.00 0.00
H -0.01 0.01 -0.01

The value obtained for the LUMO energy (spin up / spin down) is -4.64 / -4.73 eV. The calculation puts the energy relative to the best compared isomer or geometry (same formula, charge and spin) at 0.0 kcal/mol. The multiplicity is 2. The expectation value of S² is 1.247. Its HOMO-LUMO gap (spin up / spin down) is 9.16 / 9.27 eV. The charge is +2.